[1]
95
Properties=species:S:1:pos:R:3:lowdin_charge:R:1 method="wB97M-V/def2-TZVPD" smiles=CCOCc1c(O)c(I)c2nsnc2c1P(C)O.C1CCOC1.C1CCOC1.C1CCOC1.C1CCOC1.C1CCOC1 lumo_energy_ev=-1.510 gap_ev=6.96 largest_force_ha_per_bohr=0.1178
C 4.056 3.543 1.080 -0.0884
C 3.428 4.157 -0.286 -0.2544
O 2.026 4.481 -0.102 -0.1767
C 1.206 4.043 -1.220 -0.1830
C 0.305 2.828 -0.680 -0.0263
C 1.031 1.406 -0.620 -0.2036
O 2.389 1.224 -1.063 -0.0864
C 0.306 0.125 -0.122 -0.5089
I 1.240 -1.835 -0.085 0.8781
C -1.176 0.274 0.371 -0.3261
N -1.939 -0.859 0.894 -0.2616
S -3.430 -0.113 1.260 0.9213
N -3.238 1.516 0.801 -0.2818
C -1.894 1.700 0.306 -0.2673
C -1.192 2.997 -0.228 -0.2295
P -2.065 4.665 -0.345 0.8836
C -3.370 4.885 1.006 -0.2998
O -2.943 4.618 -1.853 -0.3638
H 3.252 3.063 1.733 0.0768
H 4.610 4.367 1.676 0.0754
H 4.869 2.746 0.862 0.0789
H 3.647 3.429 -1.137 0.1021
H 4.000 5.146 -0.473 0.1246
H 1.792 3.789 -2.167 0.1294
H 0.523 4.938 -1.481 0.1056
H 2.403 1.269 -2.056 0.1302
H -3.787 3.917 1.449 0.0240
H -4.271 5.419 0.506 0.0569
H -2.982 5.597 1.809 0.0432
H -3.627 3.909 -1.716 0.0496
C 0.646 -5.868 -2.878 -0.1684
C -0.729 -5.436 -3.333 -0.1750
C -0.554 -3.938 -3.489 -0.2061
O 0.815 -3.716 -3.856 -0.1501
C 1.545 -4.936 -3.665 -0.1948
H 0.859 -6.922 -3.063 0.1136
H 0.759 -5.678 -1.805 0.1118
H -0.958 -5.888 -4.303 0.0944
H -1.526 -5.701 -2.636 0.1143
H -0.737 -3.416 -2.544 0.0903
H -1.212 -3.517 -4.253 0.1170
H 1.774 -5.347 -4.655 0.1018
H 2.486 -4.726 -3.150 0.1090
C -0.563 1.796 4.731 -0.1715
C -1.050 1.938 6.156 -0.1753
C -2.235 2.868 5.993 -0.2085
O -2.785 2.616 4.693 -0.1444
C -1.863 1.805 3.952 -0.2186
H 0.032 0.897 4.557 0.1154
H 0.043 2.666 4.457 0.1178
H -1.386 0.966 6.532 0.1166
H -0.294 2.325 6.842 0.1149
H -1.924 3.918 6.028 0.1182
H -3.002 2.707 6.754 0.1181
H -2.288 0.798 3.878 0.0979
H -1.746 2.208 2.944 0.0911
C -0.413 -6.868 -8.862 -0.1788
C 0.639 -7.742 -8.218 -0.1778
C 0.923 -6.996 -6.930 -0.2101
O -0.292 -6.330 -6.558 -0.1586
C -1.206 -6.392 -7.662 -0.1992
H -1.027 -7.389 -9.599 0.1145
H 0.065 -6.015 -9.356 0.1169
H 0.216 -8.727 -7.994 0.1168
H 1.529 -7.885 -8.833 0.1151
H 1.693 -6.231 -7.075 0.1173
H 1.240 -7.660 -6.122 0.1188
H -1.997 -7.104 -7.401 0.1189
H -1.659 -5.411 -7.820 0.1191
C 6.785 -2.854 -1.364 -0.1793
C 5.723 -2.614 -0.314 -0.1760
C 4.616 -3.544 -0.767 -0.2434
O 5.248 -4.655 -1.418 -0.1433
C 6.629 -4.337 -1.637 -0.2061
H 7.792 -2.585 -1.041 0.1138
H 6.550 -2.282 -2.268 0.1162
H 6.095 -2.926 0.667 0.1180
H 5.403 -1.573 -0.243 0.1130
H 3.961 -3.057 -1.497 0.0843
H 4.005 -3.905 0.064 0.1041
H 7.224 -4.934 -0.937 0.1168
H 6.912 -4.610 -2.656 0.1169
C -5.005 7.598 7.201 -0.1814
C -5.931 6.569 6.592 -0.1796
C -5.107 5.301 6.699 -0.2090
O -4.277 5.442 7.860 -0.1476
C -4.335 6.804 8.306 -0.2071
H -5.518 8.488 7.568 0.1132
H -4.261 7.911 6.462 0.1158
H -6.837 6.479 7.201 0.1157
H -6.230 6.798 5.567 0.1144
H -4.451 5.178 5.831 0.1129
H -5.726 4.406 6.797 0.1201
H -4.926 6.830 9.228 0.1164
H -3.327 7.161 8.528 0.1164

***

[2]
93
Properties=species:S:1:pos:R:3:mulliken_spin:R:1 method="wB97M-V/def2-TZVPD" e_above_lowest_kj_mol=0.00 lumo_energy_ev="0.528 / 0.209" gap_ev="8.74 / 9.62" largest_force_ha_per_bohr=0.0170 spin_multiplicity=3
C -0.881 -3.060 4.200 0.0000
O -2.282 -3.153 4.044 0.0000
C -2.707 -2.943 2.716 0.0001
C -2.576 -4.188 1.834 -0.0004
C -2.541 -3.864 0.331 -0.0171
C -1.217 -4.162 -0.350 -0.0011
O -0.064 -3.799 0.450 -0.0003
S 0.741 -2.507 -0.075 0.0001
O 2.141 -2.822 0.022 0.0000
O 0.368 -1.463 1.177 -0.0001
O 1.223 -1.701 2.308 0.0000
C 1.696 -0.536 2.879 0.0000
O 2.591 -0.698 3.660 0.0000
C 1.103 0.790 2.549 -0.0002
C 1.994 1.863 2.580 0.0010
C 1.544 3.153 2.335 0.0153
C 0.196 3.377 2.077 -0.0008
C -0.700 2.314 2.076 -0.0002
C -0.252 1.021 2.302 0.0001
H -0.611 -3.563 5.129 0.0000
H -0.565 -2.011 4.258 0.0000
H -0.339 -3.540 3.379 0.0000
H -2.154 -2.105 2.266 0.0001
H -3.759 -2.656 2.786 0.0000
H -1.682 -4.736 2.143 0.0003
H -3.430 -4.835 2.041 -0.0003
H -3.273 -4.494 -0.174 0.0260
H -2.842 -2.828 0.151 -0.0025
H -1.167 -3.640 -1.312 0.0027
H -1.130 -5.227 -0.567 -0.0006
H 3.038 1.681 2.800 0.0006
H 2.237 3.987 2.354 -0.0083
H -0.160 4.380 1.881 0.0001
H -1.754 2.486 1.897 0.0000
H -0.952 0.197 2.316 0.0000
C 5.888 7.971 0.026 0.0244
C 4.651 8.017 0.958 -0.0089
C 4.782 9.111 2.029 0.0308
C 5.733 8.774 3.174 -0.0177
C 5.377 7.421 3.785 0.0277
C 5.358 6.298 2.747 0.0190
N 4.434 6.697 1.632 0.4105
O 3.204 6.449 1.890 0.5231
C 6.783 6.009 2.257 0.0201
C 4.814 5.016 3.357 -0.0340
C 3.429 8.322 0.100 0.0024
H 6.366 6.997 0.021 -0.0108
H 5.592 8.167 -1.004 -0.0009
H 6.638 8.713 0.302 0.0000
H 3.789 9.305 2.447 0.0019
H 5.098 10.030 1.529 0.0022
H 6.771 8.785 2.832 -0.0011
H 5.657 9.548 3.940 0.0019
H 6.082 7.152 4.574 0.0001
H 4.388 7.489 4.249 0.0034
H 6.775 5.260 1.464 -0.0107
H 7.361 5.608 3.091 0.0005
H 7.311 6.887 1.897 0.0010
H 3.841 5.171 3.818 0.0029
H 5.499 4.653 4.124 -0.0011
H 4.713 4.242 2.595 0.0083
H 3.239 7.515 -0.609 -0.0061
H 3.627 9.237 -0.461 0.0009
H 2.533 8.469 0.698 0.0024
C -2.707 -6.071 -5.441 0.0236
C -3.429 -6.335 -4.097 -0.0038
C -4.482 -7.447 -4.218 0.0317
C -5.772 -7.032 -4.917 -0.0165
C -6.345 -5.773 -4.275 0.0302
C -5.346 -4.616 -4.257 -0.0008
N -4.087 -5.088 -3.583 0.4229
O -4.171 -5.049 -2.305 0.5217
C -5.094 -4.111 -5.684 0.0211
C -5.898 -3.447 -3.451 -0.0081
C -2.379 -6.774 -3.083 -0.0267
H -2.799 -5.040 -5.765 -0.0131
H -1.639 -6.262 -5.342 0.0014
H -3.083 -6.709 -6.241 0.0001
H -4.729 -7.798 -3.212 0.0026
H -4.019 -8.287 -4.740 0.0006
H -5.603 -6.881 -5.986 -0.0003
H -6.498 -7.843 -4.837 0.0014
H -7.244 -5.444 -4.802 0.0006
H -6.643 -5.999 -3.247 0.0014
H -4.328 -3.335 -5.691 -0.0089
H -6.019 -3.675 -6.064 0.0001
H -4.801 -4.891 -6.381 0.0009
H -6.197 -3.748 -2.451 0.0021
H -6.772 -3.048 -3.967 0.0002
H -5.158 -2.652 -3.363 -0.0015
H -1.663 -5.973 -2.893 0.0058
H -1.839 -7.626 -3.498 -0.0005
H -2.821 -7.075 -2.136 0.0050

***

[3]
112
Properties=species:S:1:pos:R:3:lowdin_charge:R:1 method="wB97M-V/def2-TZVPD" smiles="COC(=O)OC.COC(=O)OC.COC(=O)OC.COC(=O)OC.COC(=O)OC.COC(=O)OC.O=C1OCCO1.O=C1OCCO1.O=C1OCCO1.O=C1OCCO1" e_above_lowest_kj_mol=444.59 lumo_energy_ev=0.110 gap_ev=10.51 largest_force_ha_per_bohr=0.0933
C -0.471 2.815 3.848 -0.0484
O 0.660 2.190 3.328 -0.0143
C 0.776 0.879 3.572 -0.5071
O -0.116 0.131 3.895 0.1221
O 2.158 0.561 3.403 -0.0592
C 2.492 -0.815 3.158 -0.0365
H -0.131 2.931 4.878 0.1146
H -1.381 2.221 3.935 0.0799
H -0.690 3.700 3.251 0.0832
H 2.149 -1.170 2.186 0.1025
H 2.039 -1.353 3.991 0.0930
H 3.548 -1.017 3.340 0.0816
C -3.165 0.018 -4.399 -0.0256
O -3.578 1.147 -3.667 -0.0279
C -3.827 2.359 -4.120 -0.5425
O -3.594 2.705 -5.251 0.1397
O -4.482 3.174 -3.205 0.0081
C -4.613 2.980 -1.857 -0.1081
H -2.221 0.321 -4.850 0.0986
H -3.930 -0.255 -5.126 0.1094
H -2.932 -0.804 -3.722 0.0822
H -5.156 3.810 -1.403 0.0999
H -3.665 3.021 -1.320 0.0722
H -5.184 2.156 -1.429 0.0948
C -2.897 -6.070 -3.224 -0.0138
O -2.133 -5.164 -4.077 -0.0235
C -1.592 -3.972 -3.607 -0.4959
O -1.796 -3.517 -2.450 0.0522
O -0.900 -3.482 -4.607 0.0206
C -0.052 -2.383 -4.513 -0.0436
H -2.703 -5.895 -2.166 0.0585
H -2.430 -7.049 -3.331 0.0945
H -3.964 -6.082 -3.447 0.0958
H -0.162 -1.718 -5.370 0.0973
H 0.976 -2.745 -4.478 0.1121
H -0.339 -1.656 -3.754 0.0738
C -5.619 1.993 2.486 -0.0243
O -4.786 2.581 1.477 -0.0088
C -3.624 3.160 1.831 -0.4783
O -3.223 3.206 3.010 0.0936
O -2.997 3.715 0.748 -0.0301
C -1.733 4.223 0.694 -0.0837
H -5.175 1.234 3.130 0.0730
H -6.444 1.446 2.029 0.0963
H -6.044 2.744 3.151 0.1032
H -1.611 5.070 1.368 0.1043
H -1.438 4.585 -0.291 0.1065
H -1.006 3.539 1.131 0.0784
C 2.855 0.678 -2.423 -0.0574
O 3.831 -0.059 -3.103 0.0194
C 4.939 0.536 -3.474 -0.5692
O 5.263 1.670 -3.076 0.0866
O 5.518 -0.285 -4.383 -0.0128
C 6.847 0.036 -4.964 -0.0014
H 1.886 0.179 -2.444 0.0804
H 2.597 1.617 -2.912 0.1080
H 2.967 0.816 -1.348 0.0744
H 7.597 -0.153 -4.196 0.0939
H 6.871 1.117 -5.102 0.0813
H 7.077 -0.375 -5.947 0.0889
C 2.451 -7.042 1.124 -0.0361
O 1.344 -6.591 0.342 0.0033
C 0.548 -5.624 0.799 -0.5355
O 0.714 -4.930 1.825 0.0822
O -0.492 -5.630 -0.054 0.0006
C -1.679 -4.997 0.287 -0.0786
H 3.315 -6.562 0.665 0.0967
H 2.592 -8.120 1.040 0.0922
H 2.484 -6.807 2.188 0.0948
H -1.670 -4.001 -0.156 0.0777
H -1.885 -4.966 1.356 0.0843
H -2.520 -5.625 -0.007 0.0903
O -5.293 -0.642 4.988 0.1266
C -4.372 -1.283 4.492 -0.5838
O -4.268 -2.615 4.613 0.0504
C -3.096 -3.136 4.034 -0.0916
C -2.670 -1.890 3.247 -0.1395
O -3.256 -0.871 3.990 0.0926
H -2.443 -3.261 4.899 0.1423
H -3.307 -4.010 3.418 0.1294
H -3.010 -1.846 2.212 0.1296
H -1.580 -1.883 3.261 0.1224
O 5.368 -0.960 -0.171 0.1719
C 5.141 -0.126 0.632 -0.6284
O 5.309 -0.384 1.891 0.0857
C 5.173 0.921 2.544 -0.0700
C 4.356 1.763 1.543 -0.1396
O 4.677 1.119 0.367 0.0691
H 4.704 0.816 3.522 0.1135
H 6.078 1.433 2.872 0.1291
H 4.719 2.791 1.507 0.1237
H 3.314 1.945 1.805 0.1031
O 1.298 2.333 -0.097 0.1147
C 0.439 1.437 -0.277 -0.4694
O -0.687 1.583 -1.032 0.0633
C -1.412 0.410 -0.964 -0.1561
C -0.940 -0.234 0.311 -0.0973
O 0.420 0.211 0.334 0.0614
H -2.493 0.553 -0.935 0.1425
H -1.104 -0.246 -1.778 0.1203
H -0.958 -1.268 -0.036 0.1335
H -1.498 0.023 1.211 0.1331
O 2.891 4.219 2.760 0.1798
C 2.720 4.840 1.770 -0.5771
O 3.647 5.283 0.896 0.0743
C 3.107 5.383 -0.351 -0.1708
C 1.619 5.624 -0.074 -0.0919
O 1.517 5.114 1.265 0.0559
H 3.552 6.226 -0.880 0.1304
H 3.333 4.560 -1.029 0.1331
H 1.033 5.011 -0.758 0.1192
H 1.531 6.701 -0.219 0.1305

***

[4]
89
Properties=species:S:1:pos:R:3:lowdin_charge:R:1 method="wB97M-V/def2-TZVPD" smiles="CC1=C(COc2ccccc2)C(=O)C=CC1=O.CCOCC.CCOCC.CCOCC.CCOCC" e_above_lowest_kj_mol=734.28 lumo_energy_ev=-1.066 gap_ev=7.70 largest_force_ha_per_bohr=0.1048
C 0.634 -6.385 3.271 -0.0535
C 0.700 -5.105 2.305 -0.1020
C -0.494 -4.351 2.093 -0.0226
C -1.840 -4.791 2.871 -0.1318
O -2.838 -3.771 2.609 -0.1482
C -4.094 -4.411 2.342 -0.2105
C -5.092 -4.476 3.555 0.0192
C -6.475 -5.139 3.232 -0.0660
C -6.793 -5.703 1.812 -0.0871
C -5.776 -5.645 0.644 -0.0622
C -4.401 -4.984 0.939 0.0017
C -0.410 -3.111 1.087 -0.2324
O -1.329 -2.792 0.292 0.0355
C 0.963 -2.264 1.074 0.0382
C 2.145 -3.039 1.298 0.0177
C 2.037 -4.622 1.562 -0.2655
O 2.979 -5.378 1.226 0.0442
H 1.597 -6.993 3.095 0.0899
H 0.468 -6.131 4.369 0.0906
H -0.220 -7.057 2.884 0.0896
H -2.181 -5.849 2.605 0.1386
H -1.591 -4.717 3.999 0.1457
H -4.802 -4.066 4.574 0.0984
H -7.218 -5.159 4.104 0.0858
H -7.811 -6.164 1.612 0.0790
H -5.964 -6.061 -0.407 0.0935
H -3.614 -4.921 0.108 0.1071
H 0.982 -1.136 0.881 0.1213
H 3.158 -2.514 1.287 0.1147
C -0.108 3.563 3.180 -0.0759
C 0.226 2.141 2.764 -0.2763
O 1.538 1.996 2.235 -0.1679
C 2.610 2.342 3.102 -0.2732
C 2.648 1.518 4.378 -0.0755
H 0.007 4.246 2.332 0.0852
H -1.137 3.623 3.543 0.0785
H 0.549 3.920 3.976 0.0642
H -0.464 1.836 1.973 0.1040
H 0.072 1.442 3.593 0.1056
H 2.585 3.414 3.325 0.1084
H 3.533 2.166 2.543 0.1015
H 1.750 1.661 4.984 0.0649
H 3.511 1.800 4.986 0.0787
H 2.718 0.452 4.143 0.0784
C 5.531 0.766 0.359 -0.0768
C 6.459 1.809 0.959 -0.2795
O 6.731 1.601 2.339 -0.1674
C 7.355 0.371 2.681 -0.2805
C 8.708 0.172 2.019 -0.0817
H 4.581 0.741 0.905 0.0679
H 5.328 0.994 -0.690 0.0811
H 5.959 -0.237 0.406 0.0653
H 5.984 2.790 0.880 0.1182
H 7.395 1.873 0.395 0.1052
H 6.684 -0.467 2.464 0.1039
H 7.492 0.382 3.766 0.1182
H 8.631 0.146 0.930 0.0651
H 9.157 -0.768 2.346 0.0775
H 9.384 0.992 2.278 0.0824
C -1.292 -0.217 -1.519 -0.0776
C -2.094 0.837 -0.777 -0.2715
O -1.815 2.165 -1.199 -0.1650
C -2.075 2.460 -2.566 -0.2769
C -3.527 2.257 -2.965 -0.0751
H -0.219 -0.030 -1.406 0.0816
H -1.519 -1.212 -1.130 0.0448
H -1.511 -0.219 -2.589 0.0675
H -1.839 0.787 0.285 0.1031
H -3.168 0.636 -0.844 0.1080
H -1.404 1.882 -3.210 0.1074
H -1.813 3.512 -2.713 0.1109
H -3.843 1.219 -2.844 0.0657
H -3.675 2.534 -4.011 0.0652
H -4.183 2.873 -2.343 0.0817
C -3.071 6.070 -6.043 -0.0786
C -1.872 5.161 -5.831 -0.2769
O -2.147 3.789 -6.082 -0.1750
C -2.577 3.461 -7.397 -0.2787
C -1.567 3.823 -8.473 -0.0813
H -3.905 5.757 -5.407 0.0823
H -2.813 7.104 -5.802 0.0780
H -3.423 6.046 -7.076 0.0647
H -1.560 5.230 -4.786 0.1119
H -1.017 5.491 -6.430 0.1058
H -3.551 3.918 -7.600 0.1058
H -2.735 2.379 -7.411 0.1193
H -1.375 4.897 -8.509 0.0648
H -1.933 3.515 -9.455 0.0773
H -0.612 3.327 -8.283 0.0826

***

[5]
106
Properties=species:S:1:pos:R:3:lowdin_charge:R:1 method="wB97M-V/def2-TZVPD" charge=+1 e_above_lowest_kj_mol=1780.71 lumo_energy_ev=-3.812 gap_ev=7.91 largest_force_ha_per_bohr=0.1981
C -0.224 4.230 3.479 -0.1005
O -1.086 3.049 3.642 -0.2259
C -0.388 1.808 3.272 -0.1708
N -0.766 1.289 1.868 -0.1684
C 0.167 1.067 0.887 -0.1225
N 1.657 1.302 0.933 0.0909
C 2.438 0.664 -0.235 -0.2678
C 3.737 1.716 -0.297 -0.0792
C 4.949 1.203 -1.271 -0.6014
O 5.937 0.466 -0.690 -0.1220
Br 5.169 1.584 -3.222 0.7202
C 2.821 -0.923 0.043 -0.1715
C 2.536 -1.428 1.577 -0.7378
C 2.501 -3.100 1.570 -0.1594
I 4.174 -0.793 2.898 0.8452
C 1.244 0.892 -1.385 -0.3086
C 0.954 2.492 -1.778 -0.1600
C -0.416 2.688 -2.681 -0.1803
C -0.762 4.325 -2.680 -0.1870
C -1.953 4.590 -1.583 -0.2553
S -2.936 6.166 -1.894 0.8096
O -4.100 5.933 -2.928 -0.3837
O -2.056 7.395 -2.246 -0.3356
O -3.728 6.533 -0.397 -0.2391
P 1.469 0.124 -3.114 0.8081
O 2.557 -1.055 -3.175 -0.3537
O -0.005 -0.582 -3.790 -0.2000
O 2.009 1.286 -4.346 -0.2428
N -0.009 0.578 -0.566 -0.0416
C -0.542 -0.835 -0.629 -0.1340
C -2.070 -0.958 -1.260 -0.1686
O -2.703 -2.100 -0.520 -0.1278
C -4.135 -2.201 -0.842 -0.2896
C -5.055 -3.099 0.227 -0.0141
O -4.719 -1.676 -1.923 -0.0216
P -2.512 0.997 1.603 0.9449
C -3.116 -0.273 2.896 -0.2902
C -3.538 2.607 1.604 -0.2850
H 0.642 4.311 4.282 0.1184
H -0.876 5.212 3.622 0.1245
H 0.261 4.312 2.414 0.0978
H 0.758 2.003 3.396 0.1402
H -0.692 0.952 4.036 0.1510
H 2.138 1.315 1.856 0.0891
H 4.174 1.709 0.814 0.1172
H 3.422 2.820 -0.520 0.1278
H 2.222 -1.674 -0.665 0.1123
H 3.969 -1.167 -0.175 0.1173
H 1.506 -1.100 2.027 0.0675
H 2.970 -3.509 2.561 0.0631
H 2.941 -3.557 0.587 0.0692
H 1.349 -3.394 1.584 0.0766
H 0.810 3.172 -0.823 0.1237
H 1.900 2.952 -2.343 0.1333
H -1.350 2.109 -2.251 0.1108
H -0.287 2.406 -3.815 0.1019
H 0.170 4.975 -2.387 0.1309
H -1.059 4.663 -3.785 0.1455
H -1.456 4.657 -0.507 0.1184
H -2.713 3.699 -1.595 0.1112
H -4.567 5.955 -0.330 0.1132
H -0.696 0.159 -3.872 0.0807
H 1.310 1.343 -5.062 0.0899
H -0.620 -1.270 0.479 0.1343
H 0.118 -1.594 -1.226 0.1345
H -2.686 0.044 -1.127 0.1024
H -2.097 -1.267 -2.388 0.1296
H -5.330 -4.170 -0.221 0.1112
H -5.997 -2.512 0.617 0.1050
H -4.399 -3.324 1.198 0.0461
H -3.377 -1.292 2.333 0.0124
H -2.222 -0.551 3.627 0.0522
H -4.086 0.065 3.495 0.0860
H -3.082 3.399 0.872 0.0272
H -3.529 3.034 2.718 0.0631
H -4.666 2.329 1.330 0.0854
C 6.252 -2.707 6.672 -0.0723
C 6.316 -1.343 6.005 -0.2246
N 6.369 -0.211 5.452 0.0590
H 5.346 -2.783 7.279 0.0774
H 6.240 -3.493 5.913 0.0763
H 7.125 -2.848 7.317 0.0815
C -7.177 5.122 -3.980 -0.0881
C -7.739 4.218 -5.065 -0.2120
N -8.205 3.468 -5.965 0.0819
H -6.108 5.284 -4.146 0.0445
H -7.690 6.088 -3.996 0.0793
H -7.318 4.660 -2.999 0.0713
C -1.816 -4.751 3.409 -0.0552
C -2.967 -3.772 3.575 -0.1712
N -3.921 -2.960 3.713 0.1030
H -0.991 -4.270 2.875 0.0600
H -1.461 -5.080 4.390 0.0836
H -2.148 -5.624 2.840 0.0854
C 5.688 -3.803 -1.145 -0.0614
C 4.403 -4.247 -1.827 -0.1878
N 3.338 -4.616 -2.392 0.1099
H 6.250 -3.138 -1.807 0.0851
H 5.453 -3.270 -0.220 0.0575
H 6.304 -4.674 -0.908 0.0832
C 2.282 -7.723 -3.086 -0.1021
C 3.422 -8.720 -3.218 -0.2143
N 4.368 -9.547 -3.328 0.0785
H 1.353 -8.249 -2.850 0.0711
H 2.501 -7.010 -2.286 0.0322
H 2.154 -7.177 -4.025 0.0742